No. 1
{
  "formula": "C16H14ClCoNO7",
  "method": "ωB97M-V with the def2-TZVPD basis set",
  "lumo_ha": [-0.031, -0.030],
  "s_squared": 0.756,
  "spin_multiplicity": 2,
  "homo_energy_ev": [-7.58, -7.49],
  "species": ["Co", "O", "C", "O", "C", "C", "C", "C", "C", "N", "C", "O", "O", "H", "H", "H", "H", "H", "C", "O", "C", "C", "C", "C", "C", "C", "O", "C", "O", "C", "H", "H", "H", "H", "H", "H", "H", "H", "H", "Cl"],
  "coordinates": [[-0.234, -1.817, 0.020], [2.127, -1.850, -3.468], [1.442, -1.814, -2.320], [0.250, -1.765, -2.248], [2.333, -1.831, -1.114], [3.713, -1.833, -1.193], [4.440, -1.833, -0.017], [3.758, -1.830, 1.183], [2.370, -1.832, 1.175], [1.687, -1.834, 0.038], [1.495, -1.814, 2.413], [2.107, -1.854, 3.609], [0.307, -1.754, 2.343], [1.468, -1.848, -4.181], [4.190, -1.836, -2.163], [5.522, -1.832, -0.033], [4.321, -1.825, 2.107], [3.063, -1.946, 3.532], [0.006, 4.990, 0.005], [-1.361, 4.616, -0.007], [-1.646, 3.293, 0.001], [-3.024, 2.980, -0.002], [-3.402, 1.674, 0.005], [-2.473, 0.602, 0.014], [-2.906, -0.771, 0.020], [-4.362, -1.160, 0.031], [-2.133, -1.745, 0.015], [-1.077, 0.927, 0.020], [-0.127, 0.063, 0.035], [-0.702, 2.299, 0.012], [0.023, 6.075, 0.002], [0.524, 4.614, -0.880], [0.508, 4.619, 0.901], [-3.744, 3.787, -0.010], [-4.461, 1.461, 0.003], [-5.058, -0.330, 0.026], [-4.538, -1.772, 0.916], [-4.547, -1.793, -0.837], [0.359, 2.502, 0.016], [-0.219, -3.983, 0.030]],
  "mulliken_spin": [1.04, 0.00, 0.00, 0.02, 0.00, 0.00, 0.00, 0.00, -0.01, -0.02, 0.01, 0.00, 0.02, 0.00, 0.00, 0.00, 0.00, 0.00, 0.00, 0.00, 0.00, 0.00, 0.00, 0.02, -0.01, 0.00, 0.00, -0.02, -0.02, 0.00, 0.00, 0.00, 0.00, 0.00, 0.00, 0.00, 0.00, 0.00, 0.00, -0.02]
}



No. 2
{
  "formula": "C16H14F5Y",
  "method": "ωB97M-V with the def2-TZVPD basis set",
  "e_above_lowest_kj_mol": 14.96,
  "lumo_ha": -0.323,
  "charge": 2,
  "spin_multiplicity": 1,
  "homo_energy_ev": -15.92,
  "species": ["Y", "C", "C", "C", "C", "C", "C", "C", "C", "C", "C", "H", "H", "H", "H", "H", "H", "H", "H", "H", "H", "H", "H", "H", "H", "F", "C", "C", "C", "F", "C", "F", "C", "F", "C", "F"],
  "coordinates": [[-0.994, 0.468, -0.547], [-0.016, -0.861, 4.331], [-0.824, -1.257, 3.049], [-0.551, -2.714, 2.668], [-0.198, -0.300, 2.068], [-0.304, 1.064, 2.350], [0.468, 1.980, 1.667], [1.260, 1.596, 0.582], [1.870, 2.692, -0.272], [1.456, 0.224, 0.348], [0.736, -0.722, 1.104], [-0.122, -1.646, 5.085], [-0.287, 0.100, 4.749], [1.065, -0.823, 4.054], [-1.873, -1.066, 3.175], [0.500, -2.882, 2.456], [-1.124, -3.047, 1.805], [-0.785, -3.379, 3.512], [-0.968, 1.381, 3.164], [0.397, 3.034, 1.876], [1.183, 3.509, -0.452], [2.186, 2.339, -1.253], [2.745, 3.150, 0.220], [2.164, -0.134, -0.388], [0.924, -1.764, 0.923], [-1.834, 2.503, -3.555], [-1.256, 1.342, -3.801], [-0.743, 0.558, -2.769], [-0.384, -0.743, -2.952], [-0.157, -1.436, -1.707], [-0.285, -1.321, -4.196], [0.089, -2.558, -4.460], [-0.700, -0.490, -5.247], [-0.655, -0.972, -6.443], [-1.222, 0.780, -5.053], [-1.759, 1.396, -6.088]],
  "lowdin_charge": [1.95, -0.02, -0.34, -0.05, -0.28, -0.04, -0.01, -0.31, -0.01, -0.08, -0.08, 0.10, 0.08, 0.12, 0.14, 0.08, 0.09, 0.11, 0.15, 0.15, 0.09, 0.09, 0.12, 0.15, 0.12, 0.13, -0.24, -0.17, -0.21, -0.05, -0.13, 0.18, -0.12, 0.22, -0.13, 0.18]
}



No. 3
{
  "formula": "C16H14FN5OS",
  "method": "ωB97M-V with the def2-TZVPD basis set",
  "smiles": "Cn1c(SCC(=O)Nc2cccc(F)c2)nnc1-c1cccnc1",
  "e_above_lowest_kj_mol": 0.00,
  "lumo_ha": 0.014,
  "spin_multiplicity": 1,
  "homo_energy_ev": -8.53,
  "species": ["C", "N", "C", "S", "C", "C", "O", "N", "C", "C", "C", "C", "C", "F", "C", "N", "N", "C", "C", "C", "C", "C", "N", "C", "H", "H", "H", "H", "H", "H", "H", "H", "H", "H", "H", "H", "H", "H"],
  "coordinates": [[-1.192, -1.698, 1.735], [-1.185, -1.547, 0.309], [-2.282, -1.334, -0.477], [-3.912, -1.229, 0.151], [-4.145, 0.577, -0.124], [-2.883, 1.235, 0.403], [-2.674, 1.352, 1.590], [-2.006, 1.580, -0.580], [-0.641, 1.862, -0.450], [0.075, 2.157, -1.609], [1.436, 2.382, -1.551], [2.116, 2.302, -0.347], [1.389, 2.004, 0.788], [2.032, 1.894, 1.970], [0.023, 1.794, 0.770], [-1.930, -1.119, -1.716], [-0.603, -1.183, -1.773], [-0.139, -1.444, -0.571], [1.276, -1.525, -0.274], [1.823, -2.206, 0.811], [3.195, -2.164, 1.000], [3.970, -1.456, 0.095], [3.464, -0.841, -0.963], [2.163, -0.878, -1.144], [-0.328, -1.188, 2.161], [-2.103, -1.243, 2.128], [-1.178, -2.753, 2.016], [-5.009, 0.846, 0.480], [-4.332, 0.749, -1.182], [-2.305, 1.455, -1.538], [-0.440, 2.193, -2.557], [1.979, 2.610, -2.455], [3.181, 2.453, -0.286], [-0.506, 1.584, 1.685], [1.207, -2.783, 1.483], [3.650, -2.677, 1.833], [5.043, -1.388, 0.208], [1.776, -0.374, -2.017]],
  "lowdin_charge": [-0.03, -0.03, -0.66, 0.98, -0.33, -0.55, 0.06, 0.13, -0.22, -0.03, -0.08, -0.03, -0.27, 0.06, 0.06, 0.03, 0.08, -0.26, -0.12, -0.02, -0.05, -0.14, 0.08, -0.10, 0.10, 0.07, 0.10, 0.09, 0.08, 0.14, 0.12, 0.11, 0.12, 0.11, 0.10, 0.10, 0.10, 0.11]
}



No. 4
{
  "formula": "C16H14IrO2S6",
  "method": "ωB97M-V with the def2-TZVPD basis set",
  "e_above_lowest_kj_mol": 0.00,
  "lumo_ha": [-0.114, -0.208],
  "charge": 1,
  "s_squared": 6.037,
  "spin_multiplicity": 5,
  "homo_energy_ev": [-10.61, -11.62],
  "species": ["Ir", "S", "C", "S", "C", "C", "S", "S", "S", "O", "S", "C", "C", "C", "C", "C", "C", "C", "C", "C", "C", "C", "C", "H", "H", "H", "H", "H", "H", "H", "H", "H", "H", "C", "O", "H", "H", "H", "H"],
  "coordinates": [[-0.180, -0.132, 1.663], [-1.349, 3.596, 7.676], [-1.079, 2.725, 6.341], [-2.249, 2.533, 5.064], [-1.313, 1.532, 4.037], [-0.022, 1.211, 4.502], [1.100, 0.247, 3.651], [0.404, 1.874, 6.025], [-1.971, 1.006, 2.545], [1.425, -0.541, 0.166], [1.623, 0.400, -1.037], [1.611, -0.668, -2.458], [2.133, -0.146, -3.633], [2.124, -0.932, -4.774], [1.617, -2.224, -4.723], [1.117, -2.738, -3.534], [1.112, -1.958, -2.387], [0.047, 1.211, -1.191], [0.010, 2.586, -1.016], [-1.224, 3.225, -0.990], [-2.390, 2.486, -1.123], [-2.340, 1.106, -1.297], [-1.118, 0.458, -1.336], [2.543, 0.857, -3.659], [2.525, -0.541, -5.699], [1.621, -2.838, -5.614], [0.734, -3.749, -3.498], [0.733, -2.345, -1.451], [0.928, 3.145, -0.892], [-1.271, 4.297, -0.857], [-3.348, 2.987, -1.097], [-3.255, 0.539, -1.412], [-1.064, -0.612, -1.494], [-0.029, -3.267, 2.566], [0.076, -2.393, 1.421], [0.664, -2.959, 3.347], [0.171, -4.292, 2.258], [-1.050, -3.185, 2.924], [0.934, -2.498, 0.989]],
  "mulliken_spin": [2.41, 0.29, -0.08, 0.07, 0.18, 0.17, 0.44, 0.06, 0.28, 0.05, 0.02, 0.00, 0.00, 0.00, 0.00, 0.00, 0.00, -0.02, 0.03, 0.01, 0.01, -0.01, 0.00, 0.00, 0.00, 0.00, 0.00, 0.00, 0.00, 0.00, 0.00, 0.00, 0.01, 0.01, 0.07, 0.00, 0.00, 0.00, 0.00]
}



No. 5
{
  "formula": "C16H15BBrClO4",
  "method": "ωB97M-V with the def2-TZVPD basis set",
  "smiles": "C=Cc1cc(Cl)c(B(O)CC)c2c1C(=O)C(Br)=C(OCC)C2=O",
  "lumo_ha": -0.064,
  "spin_multiplicity": 1,
  "homo_energy_ev": -7.86,
  "species": ["C", "C", "C", "C", "C", "Cl", "C", "B", "O", "C", "C", "C", "C", "C", "O", "C", "Br", "C", "O", "C", "C", "C", "O", "H", "H", "H", "H", "H", "H", "H", "H", "H", "H", "H", "H", "H", "H", "H"],
  "coordinates": [[2.751, -1.349, 4.287], [2.634, -0.186, 3.407], [2.002, -0.457, 1.957], [2.064, -1.872, 1.305], [1.414, -2.171, -0.090], [1.408, -3.814, -0.880], [0.682, -1.004, -0.867], [-0.030, -1.327, -2.317], [-1.483, -1.155, -2.399], [0.909, -1.769, -3.562], [0.369, -3.090, -4.322], [0.624, 0.400, -0.224], [1.270, 0.700, 1.185], [1.124, 2.181, 1.811], [2.019, 2.758, 2.469], [-0.286, 2.901, 1.469], [-1.088, 4.061, 2.843], [-0.865, 2.626, 0.186], [-2.145, 3.189, -0.188], [-3.081, 2.069, 0.057], [-4.080, 2.352, 1.285], [-0.121, 1.668, -0.888], [-0.106, 1.934, -2.111], [3.657, -2.027, 4.133], [1.957, -1.558, 5.091], [2.936, 0.860, 3.744], [2.560, -2.763, 1.816], [-1.631, -0.181, -2.529], [1.942, -2.023, -3.126], [1.042, -0.888, -4.293], [-0.134, -3.827, -3.593], [-0.323, -2.755, -5.165], [1.299, -3.619, -4.752], [-2.509, 1.099, 0.332], [-3.680, 1.837, -0.896], [-4.915, 3.094, 0.982], [-4.640, 1.389, 1.603], [-3.548, 2.717, 2.236]],
  "lowdin_charge": [-0.01, -0.09, -0.08, -0.01, -0.47, 0.62, -0.02, -0.39, 0.04, -0.19, -0.13, 0.01, 0.01, -0.29, 0.04, -0.44, 0.74, -0.19, -0.11, -0.22, -0.09, -0.20, 0.09, 0.07, 0.08, 0.10, 0.10, 0.10, 0.09, 0.12, 0.07, 0.08, 0.08, 0.13, 0.13, 0.09, 0.09, 0.03]
}



No. 6
{
  "formula": "C16H15BeCl2F8LiNO8S",
  "method": "ωB97M-V with the def2-TZVPD basis set",
  "e_above_lowest_kj_mol": 0.00,
  "lumo_ha": -0.029,
  "charge": -1,
  "spin_multiplicity": 1,
  "homo_energy_ev": -4.24,
  "species": ["C", "C", "C", "F", "O", "S", "O", "O", "O", "C", "C", "F", "F", "C", "C", "C", "C", "C", "C", "F", "F", "F", "C", "H", "H", "H", "H", "H", "H", "H", "H", "H", "H", "O", "Cl", "O", "O", "O", "N", "C", "C", "C", "C", "H", "H", "H", "H", "H", "Li", "Be", "F", "Cl", "F"],
  "coordinates": [[0.948, 0.856, 0.603], [0.723, 0.724, 2.132], [0.134, -0.605, 2.577], [-0.571, -0.277, 3.763], [-0.837, -1.129, 1.738], [-0.323, -2.497, 1.000], [-1.315, -3.494, 1.045], [0.239, -2.319, -0.279], [0.853, -2.876, 2.036], [1.021, -1.802, 2.975], [2.415, -1.588, 3.545], [2.844, -2.776, 4.035], [2.244, -0.777, 4.628], [3.461, -1.004, 2.621], [4.433, -0.189, 3.181], [5.371, 0.378, 2.341], [5.355, 0.141, 0.984], [4.374, -0.675, 0.457], [4.315, -0.911, -1.037], [5.050, -1.935, -1.451], [4.700, 0.212, -1.677], [3.044, -1.114, -1.409], [3.413, -1.264, 1.263], [0.582, -0.001, 0.047], [0.442, 1.733, 0.208], [2.001, 1.000, 0.388], [-0.012, 1.500, 2.390], [1.618, 0.980, 2.687], [0.481, -2.189, 3.846], [4.449, 0.024, 4.237], [6.128, 1.017, 2.776], [6.085, 0.607, 0.310], [2.676, -1.895, 0.791], [-2.282, -3.329, -1.997], [-2.576, -2.076, -2.659], [-2.646, -1.022, -1.649], [-3.839, -2.084, -3.290], [-1.525, -1.782, -3.617], [-4.450, 1.877, -3.818], [-4.504, 1.269, -2.635], [-5.369, 2.038, -1.770], [-5.808, 3.101, -2.470], [-5.216, 3.022, -3.793], [-3.920, 1.554, -4.610], [-3.963, 0.372, -2.438], [-5.607, 1.785, -0.752], [-6.469, 3.884, -2.143], [-5.307, 3.737, -4.650], [-1.898, 0.531, 2.183], [7.403, 1.876, -0.451], [-5.555, -0.844, -2.180], [-5.954, 5.647, -5.099], [-6.853, 2.588, -4.914]],
  "lowdin_charge": [-0.02, -0.11, -0.48, 0.02, -0.14, 0.65, -0.14, -0.16, -0.10, -0.13, -0.43, 0.14, 0.11, -0.11, 0.00, -0.04, -0.07, -0.09, -0.59, 0.18, 0.10, 0.16, 0.06, 0.07, 0.09, 0.08, 0.11, 0.13, 0.18, 0.13, 0.11, -0.12, 0.13, -0.38, 0.62, -0.44, -0.35, -0.39, 0.12, 0.00, -0.02, -0.01, -0.11, 0.18, 0.06, 0.10, 0.12, -0.06, 0.87, 0.34, -0.50, -0.52, -0.36]
}



No. 7
{
  "formula": "C16H15BrFNO3S",
  "method": "ωB97M-V with the def2-TZVPD basis set",
  "smiles": "O=C(CCS(=O)(=O)c1ccc(Br)cc1)NCc1ccc(F)cc1",
  "e_above_lowest_kj_mol": 0.00,
  "lumo_ha": 0.003,
  "spin_multiplicity": 1,
  "homo_energy_ev": -9.12,
  "species": ["O", "C", "C", "C", "S", "O", "O", "C", "C", "C", "C", "Br", "C", "C", "N", "C", "C", "C", "C", "C", "F", "C", "C", "H", "H", "H", "H", "H", "H", "H", "H", "H", "H", "H", "H", "H", "H", "H"],
  "coordinates": [[2.936, 3.104, 0.999], [2.120, 2.280, 1.341], [0.642, 2.641, 1.531], [0.185, 3.482, 0.359], [0.053, 2.404, -1.103], [1.263, 1.641, -1.244], [-0.403, 3.183, -2.219], [-1.255, 1.245, -0.656], [-0.930, -0.056, -0.318], [-1.933, -0.944, 0.030], [-3.248, -0.504, 0.029], [-4.630, -1.712, 0.514], [-3.580, 0.797, -0.322], [-2.568, 1.676, -0.668], [2.432, 1.008, 1.659], [3.770, 0.473, 1.498], [3.758, -0.800, 0.695], [3.117, -0.829, -0.540], [3.078, -1.995, -1.282], [3.695, -3.127, -0.780], [3.657, -4.270, -1.497], [4.345, -3.123, 0.440], [4.368, -1.951, 1.176], [0.023, 1.747, 1.625], [0.564, 3.220, 2.455], [-0.791, 3.937, 0.501], [0.928, 4.240, 0.117], [0.104, -0.362, -0.350], [-1.701, -1.965, 0.292], [-4.612, 1.112, -0.328], [-2.789, 2.688, -0.969], [1.707, 0.351, 1.899], [4.346, 1.250, 0.986], [4.218, 0.296, 2.483], [2.651, 0.068, -0.920], [2.585, -2.031, -2.241], [4.819, -4.023, 0.800], [4.871, -1.935, 2.131]],
  "lowdin_charge": [0.07, -0.53, -0.12, -0.20, 0.71, -0.30, -0.29, -0.28, -0.05, -0.10, -0.67, 0.75, -0.11, -0.05, 0.08, -0.12, -0.21, -0.03, 0.00, -0.28, 0.05, -0.01, -0.04, 0.10, 0.13, 0.11, 0.11, 0.10, 0.11, 0.11, 0.12, 0.14, 0.13, 0.12, 0.09, 0.12, 0.12, 0.11]
}



No. 8
{
  "formula": "C16H15Cl2OPdSSbSe4",
  "method": "ωB97M-V with the def2-TZVPD basis set",
  "e_above_lowest_kj_mol": 36.03,
  "lumo_ha": 0.156,
  "charge": -2,
  "spin_multiplicity": 1,
  "homo_energy_ev": -1.94,
  "species": ["Pd", "Cl", "C", "C", "C", "C", "C", "Cl", "C", "S", "H", "H", "H", "C", "C", "C", "C", "C", "C", "C", "O", "C", "C", "C", "H", "H", "H", "H", "H", "H", "H", "H", "H", "H", "H", "H", "Se", "Sb", "Se", "Se", "Se"],
  "coordinates": [[1.674, -1.346, -1.836], [0.871, 1.076, -0.777], [-0.235, 1.801, -1.898], [-0.481, 3.154, -1.748], [-1.378, 3.796, -2.583], [-2.022, 3.054, -3.563], [-1.755, 1.706, -3.701], [-2.615, 0.859, -4.960], [-0.839, 0.994, -2.889], [-0.498, -0.674, -3.122], [0.040, 3.693, -0.966], [-1.575, 4.855, -2.473], [-2.734, 3.516, -4.234], [1.280, 1.468, 3.315], [0.413, 0.448, 2.629], [0.862, -0.849, 2.446], [0.095, -1.808, 1.787], [0.712, -3.161, 1.573], [-1.152, -1.434, 1.265], [-2.008, -2.387, 0.536], [-1.865, -3.586, 0.449], [-1.612, -0.108, 1.423], [-2.884, 0.407, 0.785], [-0.837, 0.797, 2.127], [2.313, 1.125, 3.361], [0.933, 1.657, 4.334], [1.260, 2.416, 2.775], [1.858, -1.126, 2.774], [1.504, -3.333, 2.299], [1.198, -3.141, 0.593], [-0.010, -3.973, 1.582], [-2.886, -1.929, 0.049], [-2.814, 0.375, -0.305], [-3.040, 1.447, 1.074], [-3.770, -0.157, 1.081], [-1.182, 1.822, 2.223], [6.947, -3.198, -1.835], [4.874, -2.356, -0.937], [3.837, -0.455, -2.228], [2.786, -3.441, -1.878], [4.734, -2.005, 1.453]],
  "lowdin_charge": [-0.14, 0.70, -0.65, -0.15, -0.13, -0.16, -0.70, 0.60, -0.79, 0.48, 0.09, 0.09, 0.09, -0.05, -0.28, -0.01, -0.18, -0.04, -0.12, -0.21, 0.03, -0.23, -0.05, -0.06, 0.08, 0.07, 0.07, 0.09, 0.07, 0.02, 0.07, 0.11, 0.08, 0.07, 0.07, 0.11, -0.32, -0.38, -0.03, -0.02, -0.29]
}